Below is the molecule C4H8N4, with properties calculated with ωB97M-V with the def2-TZVPD basis set.

Each line ends with the Mulliken charge.
Positions of all 16 atoms, in Å:
1 H 3.011 -1.259 0.466  0.21
2 N 1.991 -1.327 0.427  -0.65
3 C 1.499 -0.237 -0.004  0.43
4 N 2.203 0.892 -0.453  -0.40
5 N 0.006 -0.061 -0.071  0.55
6 C -0.781 -1.211 -0.106  0.05
7 C -2.062 -1.328 -0.330  -0.95
8 N -0.540 1.184 -0.363  -0.89
9 C -1.361 1.650 0.503  -0.32
10 H 3.147 1.032 -0.131  0.21
11 H 1.677 1.703 -0.772  0.25
12 H -0.062 -2.067 -0.019  0.32
13 H -2.455 -2.281 -0.341  0.29
14 H -2.686 -0.455 -0.550  0.30
15 H -1.802 2.589 0.266  0.31
16 H -1.784 1.176 1.477  0.29

Calculated total energy in a.u.: -376.151870
M in g/mol: 112.14
SMILES: [H]/N=C(\N)N(C=C)N=C

=====

Below is the molecule CH3OP, with properties calculated with ωB97M-V with the def2-TZVPD basis set.

Each line ends with the Mulliken charge.
Positions of all 6 atoms, in Å:
1 O 0.405 -1.077 1.331  -0.43
2 C 0.011 -0.067 0.764  0.12
3 P -0.498 -0.143 -0.933  0.02
4 H -0.250 0.952 1.425  0.24
5 H 0.600 -0.743 -1.324  0.04
6 H -0.267 1.078 -1.263  0.01

Calculated total energy in a.u.: -456.425445
M in g/mol: 62.01
SMILES: O=CP

=====

Below is a cluster of 8 separate species, C10H24Cl10N3O6 in total, with properties calculated with ωB97M-V with the def2-TZVPD basis set.

Each line ends with the Mulliken charge.
Positions of all 53 atoms, in Å:
1 N 7.257 25.394 4.584  0.70
2 H 6.980 25.708 5.524  0.35
3 H 8.248 25.161 4.581  -0.15
4 H 7.098 26.180 3.956  0.24
5 H 6.719 24.616 4.220  -0.31
6 N 5.429 27.334 7.572  0.76
7 O 5.922 26.820 8.592  -0.59
8 O 5.702 26.815 6.454  -0.67
9 O 4.688 28.329 7.678  -0.65
10 N 8.237 24.273 8.272  0.83
11 O 7.212 23.841 8.878  -0.60
12 O 8.465 24.103 7.054  -0.54
13 O 8.843 25.197 8.898  -0.63
14 Cl 5.502 23.100 5.861  0.11
15 C 4.314 22.242 6.923  -0.68
16 C 2.896 22.833 6.801  -0.48
17 Cl 2.858 24.578 7.147  -0.10
18 H 4.625 22.312 7.962  0.30
19 H 4.360 21.252 6.477  0.30
20 H 2.362 22.421 7.657  0.37
21 H 2.433 22.582 5.851  0.28
22 Cl 8.673 26.201 1.659  -0.03
23 C 8.073 27.373 0.445  -0.51
24 C 8.751 28.734 0.655  -0.45
25 Cl 7.968 29.722 1.915  -0.18
26 H 6.995 27.488 0.505  0.25
27 H 8.417 26.992 -0.515  0.32
28 H 8.695 29.285 -0.284  0.34
29 H 9.798 28.651 0.935  0.31
30 Cl 7.087 22.961 2.522  -0.11
31 C 8.018 21.661 3.291  -0.45
32 C 9.509 21.891 3.252  -0.61
33 Cl 9.967 23.354 4.181  -0.04
34 H 7.762 20.745 2.755  0.40
35 H 7.602 21.437 4.274  0.26
36 H 9.784 22.156 2.231  0.29
37 H 10.117 21.039 3.545  0.36
38 Cl 10.132 26.857 4.493  -0.08
39 C 11.524 26.305 5.488  -0.52
40 C 12.073 27.315 6.497  -0.47
41 Cl 13.041 28.555 5.610  -0.23
42 H 12.339 25.973 4.846  0.38
43 H 11.181 25.412 6.012  0.25
44 H 12.744 26.869 7.226  0.34
45 H 11.221 27.765 7.003  0.35
46 Cl 2.130 27.553 4.572  -0.19
47 C 2.476 25.919 3.872  -0.53
48 C 3.954 25.658 4.051  0.23
49 Cl 4.898 26.773 2.997  -0.20
50 H 2.131 25.912 2.840  0.39
51 H 1.869 25.200 4.419  0.29
52 H 4.197 24.634 3.771  0.22
53 H 4.257 25.878 5.076  -0.21

Calculated total energy in a.u.: -5612.875883
Charge: -1
M in g/mol: 636.85

=====

Below is a cluster of 4 separate species, C23H27IN4OS in total, with properties calculated with ωB97M-V with the def2-TZVPD basis set.

Each line ends with the Mulliken charge.
Positions of all 57 atoms, in Å:
1 C -7.058 -5.264 -0.817  -1.15
2 C -5.865 -4.322 -0.197  -0.29
3 C -4.715 -5.186 0.654  -0.33
4 I -4.636 -7.239 -0.156  0.06
5 C -3.300 -4.342 0.430  0.52
6 C -3.311 -2.690 0.667  -0.58
7 C -1.966 -1.744 0.429  -0.18
8 C -0.519 -2.403 -0.042  0.28
9 C -0.550 -4.059 -0.276  0.04
10 C -1.876 -4.998 -0.053  -0.62
11 S 1.114 -4.781 -0.878  -0.23
12 C 1.683 -3.448 -2.124  0.18
13 C 2.388 -3.839 -3.556  -0.34
14 C 2.823 -2.657 -4.607  -0.41
15 C 2.506 -1.101 -4.160  -0.48
16 C 1.821 -0.709 -2.704  -0.18
17 C 1.384 -1.883 -1.617  0.31
18 N 0.765 -1.636 -0.260  0.07
19 C 0.648 -0.168 0.083  -0.79
20 O 2.027 0.376 0.318  -0.40
21 C 2.009 1.847 0.338  -0.38
22 H -7.983 -4.566 -1.100  0.32
23 H -6.740 -5.774 -1.846  0.32
24 H -7.493 -6.056 -0.055  0.30
25 H -5.314 -3.819 -1.124  0.29
26 H -6.378 -3.495 0.472  0.23
27 H -5.013 -5.293 1.789  0.39
28 H -4.330 -2.221 1.004  0.15
29 H -2.072 -0.596 0.633  0.23
30 H -1.770 -6.145 -0.260  0.10
31 H 2.558 -4.995 -3.764  0.26
32 H 3.335 -2.991 -5.609  0.28
33 H 2.797 -0.263 -4.943  0.26
34 H 1.648 0.426 -2.472  0.17
35 H 0.078 0.028 1.113  0.55
36 H 0.048 0.466 -0.720  0.44
37 H 3.110 2.200 0.067  0.21
38 H 1.265 2.319 -0.433  0.27
39 H 1.815 2.172 1.450  0.09
40 C -1.206 4.613 1.805  -0.81
41 C -1.358 3.188 1.467  0.40
42 N -1.478 2.063 1.200  -0.36
43 H -1.754 5.256 1.108  0.28
44 H -1.582 4.833 2.810  0.29
45 H -0.157 4.926 1.777  0.19
46 C 4.216 3.843 3.155  -0.85
47 C 3.663 4.440 1.927  0.47
48 N 3.226 4.911 0.957  -0.47
49 H 4.821 4.562 3.717  0.33
50 H 3.425 3.492 3.826  0.29
51 H 4.858 2.984 2.933  0.29
52 C 4.539 8.345 0.835  -0.72
53 C 5.128 8.177 2.174  0.37
54 N 5.594 8.044 3.232  -0.41
55 H 4.171 9.365 0.681  0.29
56 H 5.267 8.140 0.044  0.25
57 H 3.692 7.669 0.678  0.22

Calculated total energy in a.u.: -1882.050728
M in g/mol: 534.47
SMILES: CC[C@@H](I)c1ccc2c(c1)Sc1ccccc1N2COC.CC#N.CC#N.CC#N

=====

Calculated max |F|, 3.1, 4.1, 5.0, 5.0 eV Å⁻¹ (same order as the records).
Calculated HOMO-LUMO gap, 0.322, 0.376, 0.234, 0.281 hartree (same order as the records).